(1)
Entry from the Open Molecules 2025 dataset: a structure of composition C7H16AlClIN2O3P in a non-equilibrium geometry (ωB97M-V/def2-TZVPD).

Structure (ORCA input):
```
! wB97M-V def2-TZVPD RIJCOSX def2/J DEFGRID3
* xyz 2 1
C 6.54 -0.75 -0.65
C 5.31 -0.32 -1.42
H 7.41 -0.75 -1.32
H 6.39 -1.76 -0.24
H 6.73 -0.05 0.18
O 5.20 -0.04 -2.58
I 3.58 -0.21 -0.11
Al -0.68 0.80 0.59
P -1.07 -1.35 -0.09
C -2.25 -1.59 -1.45
C 0.43 -2.22 -0.58
H -1.27 -2.18 2.17
H -1.90 -3.35 0.98
H -2.87 -1.93 1.43
C -1.85 -2.29 1.25
H 1.22 -2.05 0.15
H 0.23 -3.29 -0.66
H -2.41 -2.67 -1.61
H -1.87 -1.15 -2.38
H 0.77 -1.85 -1.55
H -3.22 -1.13 -1.21
C -0.71 1.46 -1.42
O -0.89 1.91 -2.47
Cl 0.99 1.47 1.72
N -3.91 2.88 2.04
C -2.76 2.74 1.37
N -2.22 3.81 0.78
O -2.23 1.57 1.28
H -4.41 3.77 2.07
H -4.32 2.06 2.49
H -1.27 3.76 0.39
H -2.71 4.69 0.83
*
```

Results
- Max |F|: 6.09 eV/A
- ΔE to the lowest compared entry with this formula, charge and spin: 6.0 kJ/mol
- Total energy: -1952.8357 Eh

(2)
Entry from the Open Molecules 2025 dataset: a structure of composition C7H16BF6N4O4S3 (ωB97M-V/def2-TZVPD).

Structure (ORCA input):
```
! wB97M-V def2-TZVPD RIJCOSX def2/J DEFGRID3
* xyz -1 1
N 0.16 3.76 -1.07
C 0.93 2.64 -1.59
N 2.37 2.69 -1.35
N 0.80 2.74 -3.05
C 0.33 1.34 -1.01
B 0.71 0.04 -1.81
C 2.14 -0.60 -1.92
C 3.04 -0.59 -0.67
C 2.44 -1.43 0.45
S 2.28 -3.20 0.01
H 0.45 4.61 -1.55
H 0.32 3.89 -0.08
H 2.55 3.03 -0.41
H 2.78 3.36 -1.99
H -0.13 2.45 -3.34
H 1.46 2.10 -3.49
H 0.65 1.24 0.04
H -0.75 1.47 -0.98
H -0.16 -0.47 -2.47
H 2.07 -1.62 -2.30
H 2.65 -0.04 -2.72
H 4.04 -0.95 -0.90
H 3.13 0.44 -0.32
H 3.04 -1.37 1.36
H 1.44 -1.08 0.70
H 2.78 -3.66 1.16
C -3.78 -0.36 4.03
F -4.28 0.73 4.63
F -2.73 -0.78 4.73
F -4.72 -1.31 4.05
S -3.31 0.11 2.30
O -2.28 1.10 2.45
O -4.54 0.50 1.68
N -2.79 -1.32 1.88
S -2.20 -1.66 0.46
O -0.93 -1.03 0.18
O -3.15 -1.72 -0.60
C -1.78 -3.43 0.82
F -2.88 -4.14 1.08
F -0.94 -3.56 1.85
F -1.20 -3.94 -0.27
*
```

Results
- Max |F|: 0.33 eV/A
- Total energy: -2615.0017 Eh

Look up the max |F| of the second one.
0.33 eV/A

Copy entry 2 word for word.
Entry from the Open Molecules 2025 dataset: a structure of composition C7H16BF6N4O4S3 (ωB97M-V/def2-TZVPD).

Structure (ORCA input):
```
! wB97M-V def2-TZVPD RIJCOSX def2/J DEFGRID3
* xyz -1 1
N 0.16 3.76 -1.07
C 0.93 2.64 -1.59
N 2.37 2.69 -1.35
N 0.80 2.74 -3.05
C 0.33 1.34 -1.01
B 0.71 0.04 -1.81
C 2.14 -0.60 -1.92
C 3.04 -0.59 -0.67
C 2.44 -1.43 0.45
S 2.28 -3.20 0.01
H 0.45 4.61 -1.55
H 0.32 3.89 -0.08
H 2.55 3.03 -0.41
H 2.78 3.36 -1.99
H -0.13 2.45 -3.34
H 1.46 2.10 -3.49
H 0.65 1.24 0.04
H -0.75 1.47 -0.98
H -0.16 -0.47 -2.47
H 2.07 -1.62 -2.30
H 2.65 -0.04 -2.72
H 4.04 -0.95 -0.90
H 3.13 0.44 -0.32
H 3.04 -1.37 1.36
H 1.44 -1.08 0.70
H 2.78 -3.66 1.16
C -3.78 -0.36 4.03
F -4.28 0.73 4.63
F -2.73 -0.78 4.73
F -4.72 -1.31 4.05
S -3.31 0.11 2.30
O -2.28 1.10 2.45
O -4.54 0.50 1.68
N -2.79 -1.32 1.88
S -2.20 -1.66 0.46
O -0.93 -1.03 0.18
O -3.15 -1.72 -0.60
C -1.78 -3.43 0.82
F -2.88 -4.14 1.08
F -0.94 -3.56 1.85
F -1.20 -3.94 -0.27
*
```

Results
- Max |F|: 0.33 eV/A
- Total energy: -2615.0017 Eh